Record 1
Here is a 2-piece molecular cluster, CH3N2S overall in a non-equilibrium geometry from the OMol25 dataset. Energies are from ωB97M-V/def2-TZVPD.

The geometry in XYZ format:
```
7
Properties=species:S:1:pos:R:3:mulliken_charge:R:1
S -0.69 1.85 -1.78 0.15
N -0.88 -0.39 0.08 -0.27
N 0.60 0.77 -1.61 -0.43
C -0.32 0.39 -0.77 0.59
H 2.12 1.31 -0.98 0.37
H -1.80 -0.14 0.34 0.28
H -0.32 -1.18 0.50 0.32
```

Net charge   +1
Calculated total energy   -14888.5383 eV
Kohn-Sham gap (alpha / beta)   6.990 / 8.198 eV
Highest occupied orbital energy (alpha / beta)   -14.19 / -14.48 eV

---

Record 2
Here is a 2-piece molecular cluster, CH3N3O overall in a non-equilibrium geometry from the OMol25 dataset. Energies are from ωB97M-V/def2-TZVPD.

The geometry in XYZ format:
```
8
Properties=species:S:1:pos:R:3:mulliken_charge:R:1
O 2.18 -2.49 1.77 -0.52
N 0.31 -1.93 2.91 -0.27
N 1.22 -2.19 2.33 0.77
N 0.53 -0.69 0.16 -0.35
C -0.20 0.32 0.09 -0.29
H -0.49 0.79 1.03 0.23
H 0.80 -1.12 -0.72 0.20
H -0.58 0.80 -0.82 0.22
```

Net charge   0
SMILES string   N#[N+][O-].C=N
Calculated total energy   -7600.6898 eV
Kohn-Sham gap   11.447 eV
Highest occupied orbital energy   -10.27 eV

---

Record 3
Here is an isolated molecule of CH3N3O in a non-equilibrium geometry from the OMol25 dataset. Energies are from ωB97M-V/def2-TZVPD.

The geometry in XYZ format:
```
8
Properties=species:S:1:pos:R:3:mulliken_charge:R:1
O -2.00 0.19 -1.08 -0.42
N 2.02 -0.59 1.12 -0.48
N -0.97 0.73 -0.30 -0.15
N -0.08 -0.26 0.05 -0.15
C 0.90 -0.32 0.74 0.33
H -0.50 1.47 -0.83 0.25
H 2.26 -0.83 2.07 0.27
H -1.64 -0.38 -1.77 0.34
```

Net charge   0
SMILES string   N=C=NNO
Calculated total energy   -7599.7361 eV
Kohn-Sham gap   9.703 eV
Highest occupied orbital energy   -9.02 eV

---

Record 4
Here is an isolated molecule of CH3N3OS in a non-equilibrium geometry from the OMol25 dataset. Energies are from ωB97M-V/def2-TZVPD.

The geometry in XYZ format:
```
9
Properties=species:S:1:pos:R:3:mulliken_charge:R:1
S -2.37 -0.40 -0.24 0.51
O -2.99 -0.90 0.94 -0.53
N -2.59 1.11 -0.57 -0.32
N -0.09 1.09 0.40 0.25
N -0.88 2.01 0.40 -0.44
C -0.41 -0.20 -0.25 -0.51
H 0.82 1.07 0.89 0.31
H 0.27 -1.05 -0.08 0.41
H -0.38 -0.03 -1.25 0.33
```

Net charge   0
Calculated total energy   -18431.9228 eV
Kohn-Sham gap   8.081 eV
Highest occupied orbital energy   -9.32 eV

---

Record 5
Here is a 2-piece molecular cluster, CH3N3P2 overall in a non-equilibrium geometry from the OMol25 dataset. Energies are from ωB97M-V/def2-TZVPD.

The geometry in XYZ format:
```
9
Properties=species:S:1:pos:R:3:mulliken_charge:R:1
P 0.32 -0.26 0.70 0.16
P -0.33 -1.61 -0.85 -0.09
N -1.20 0.40 1.09 -0.09
N -1.34 1.57 0.72 -0.26
N -0.34 2.12 0.02 -0.19
C 0.63 1.29 -0.19 -0.12
H 0.99 -1.86 -1.23 0.10
H 1.53 1.60 -0.70 0.42
H -0.25 -3.25 0.45 0.06
```

Net charge   0
Calculated total energy   -24128.7254 eV
Kohn-Sham gap   8.332 eV
Highest occupied orbital energy   -9.59 eV

---

Record 6
Here is CH3N3S as an isolated structure in a non-equilibrium geometry from the OMol25 dataset. Energies are from ωB97M-V/def2-TZVPD.

The geometry in XYZ format:
```
8
Properties=species:S:1:pos:R:3:mulliken_charge:R:1
S -1.91 0.16 2.08 -0.33
N -0.49 -0.13 -0.85 -0.03
N 0.53 -0.09 0.70 -0.33
N 0.27 -0.03 -1.83 -0.12
C -0.20 0.03 1.70 -0.12
H 0.56 0.24 2.49 0.31
H -0.10 -0.25 -2.76 0.29
H 1.33 0.07 -1.53 0.34
```

Net charge   0
Calculated total energy   -16385.7983 eV
Kohn-Sham gap (alpha / beta)   6.235 / 6.236 eV
Highest occupied orbital energy (alpha / beta)   -7.55 / -7.55 eV

---

Record 7
Here is an isolated molecule of CH3N3S2 in a non-equilibrium geometry from the OMol25 dataset. Energies are from ωB97M-V/def2-TZVPD.

The geometry in XYZ format:
```
9
Properties=species:S:1:pos:R:3:mulliken_charge:R:1
S 2.29 -0.47 0.03 -0.08
S -2.70 0.26 0.17 -0.28
N -0.30 -1.01 -0.22 -0.27
N -1.56 -0.85 -0.29 -0.10
N 0.59 -0.29 0.45 0.15
C 1.24 0.96 0.20 -0.24
H 1.42 1.56 1.09 0.23
H 0.98 1.52 -0.69 0.29
H -1.96 -1.68 -0.73 0.29
```

Net charge   0
Calculated total energy   -27221.8290 eV
Kohn-Sham gap (alpha / beta)   7.977 / 7.974 eV
Highest occupied orbital energy (alpha / beta)   -8.22 / -8.22 eV

---

Record 8
Here is a 2-piece molecular cluster, CH3N4 overall in a non-equilibrium geometry from the OMol25 dataset. Energies are from ωB97M-V/def2-TZVPD.

The geometry in XYZ format:
```
8
Properties=species:S:1:pos:R:3:mulliken_charge:R:1
N 1.37 -0.99 0.54 -0.13
N 1.06 1.02 0.18 -0.13
N 1.88 -0.11 -0.19 0.18
N -1.81 -0.60 0.11 -0.36
C 0.38 -0.04 0.54 0.47
H -2.39 0.17 -0.15 0.28
H -1.50 -1.31 -0.53 0.32
H 1.01 1.86 -0.49 0.37
```

Net charge   +1
Calculated total energy   -7028.8491 eV
Kohn-Sham gap (alpha / beta)   8.892 / 8.381 eV
Highest occupied orbital energy (alpha / beta)   -16.85 / -16.04 eV

---

Record 9
Here is a 2-piece molecular cluster, CH3N4O overall in a non-equilibrium geometry from the OMol25 dataset. Energies are from ωB97M-V/def2-TZVPD.

The geometry in XYZ format:
```
9
Properties=species:S:1:pos:R:3:mulliken_charge:R:1
O -1.07 0.51 -0.03 -0.43
N -0.16 -1.85 0.30 -0.14
N 1.11 -1.98 0.38 -0.34
N -0.65 1.86 0.12 -0.74
N 0.88 2.82 -1.57 -0.63
C 0.12 2.27 -0.80 0.45
H -0.50 -2.05 -0.69 0.21
H 1.33 -1.73 1.37 0.23
H -1.06 0.15 0.91 0.38
```

Net charge   -1
Calculated total energy   -9090.1318 eV
Kohn-Sham gap   6.065 eV
Highest occupied orbital energy   -2.30 eV

---

Record 10
Here is CH3N4O as an isolated structure in a non-equilibrium geometry from the OMol25 dataset. Energies are from ωB97M-V/def2-TZVPD.

The geometry in XYZ format:
```
9
Properties=species:S:1:pos:R:3:mulliken_charge:R:1
O -1.22 1.09 -0.09 -0.49
N -2.25 -1.29 -0.02 -0.15
N -0.01 0.71 0.02 0.41
N -2.41 -0.19 0.04 0.45
N 2.23 -0.32 0.06 -0.46
C 1.00 0.16 -0.06 0.28
H 2.82 -0.06 0.95 0.33
H 2.90 -0.58 -0.79 0.33
H -3.07 0.49 -0.11 0.31
```

Net charge   +1
Calculated total energy   -9080.5395 eV
Kohn-Sham gap   9.880 eV
Highest occupied orbital energy   -14.64 eV

---

Record 11
Here is an isolated ion of composition CH3N4Si and charge -1 in a non-equilibrium geometry from the OMol25 dataset. Energies are from ωB97M-V/def2-TZVPD.

The geometry in XYZ format:
```
9
Properties=species:S:1:pos:R:3:mulliken_charge:R:1
Si 0.32 0.23 -0.07 0.12
N 3.08 -1.06 -0.02 -0.54
N -1.12 -0.83 -0.08 -0.57
N -3.19 0.13 0.03 -0.70
N -2.16 -0.28 0.00 0.95
C 2.09 -0.46 0.05 0.22
H 0.31 -0.04 1.47 -0.14
H 0.69 0.55 -1.60 -0.16
H -0.04 1.77 0.20 -0.18
```

Net charge   -1
Calculated total energy   -14922.0873 eV
Kohn-Sham gap   8.594 eV
Highest occupied orbital energy   -4.01 eV

---

Record 12
Here is an isolated molecule of CH3N5 in a non-equilibrium geometry from the OMol25 dataset. Energies are from ωB97M-V/def2-TZVPD.

The geometry in XYZ format:
```
9
Properties=species:S:1:pos:R:3:mulliken_charge:R:1
N -0.34 -1.79 -0.35 -0.05
N 0.10 0.13 -1.22 -0.18
N -0.04 -1.08 -1.43 -0.21
N -0.14 -0.77 0.97 -0.45
N 0.26 1.65 0.68 -0.42
C 0.04 0.32 0.31 0.50
H -0.06 2.01 1.57 0.25
H 0.10 -2.75 -0.43 0.28
H 0.07 2.27 -0.10 0.28
```

Net charge   0
SMILES string   Nc1nn[nH]n1
Calculated total energy   -8533.5670 eV
Kohn-Sham gap   10.759 eV
Highest occupied orbital energy   -9.93 eV

---

Number 12 is which compound?
CH3N5